38
Properties=species:S:1:pos:R:3:mulliken_spin:R:1 method="wB97M-V/def2-TZVPD" spin_multiplicity=2 charge=+2 e_lumo_ev="-8.1 / -10.5" s_squared=0.757
Zr 0.170 -0.736 -0.340 0.0132
N -1.837 -1.302 -1.198 0.0007
C -2.739 -0.951 -0.050 -0.0030
C -2.456 0.518 0.287 -0.0318
O -3.275 1.382 0.280 0.0727
N -1.065 0.725 0.504 0.2578
C -0.597 1.998 0.237 0.1695
C 0.021 1.919 -1.451 0.0843
O 0.159 2.974 -1.944 0.3117
O 0.193 0.696 -1.752 0.0844
H -2.153 -0.770 -2.008 0.0010
H -1.987 -2.277 -1.449 0.0004
H -2.514 -1.587 0.808 -0.0018
H -3.792 -1.051 -0.300 -0.0009
H 0.322 2.266 0.758 0.0226
H -1.350 2.784 0.228 0.0051
C 5.053 0.689 -1.393 -0.0002
C 4.666 0.261 0.038 -0.0001
C 5.162 1.283 1.083 0.0000
C 5.208 -1.154 0.362 0.0001
C 3.232 0.182 0.119 0.0009
N 2.075 0.163 0.167 0.0031
H 6.139 0.722 -1.454 0.0000
H 4.666 1.680 -1.628 0.0001
H 4.687 -0.023 -2.133 0.0000
H 6.249 1.314 1.029 0.0000
H 4.874 0.990 2.092 0.0000
H 4.777 2.281 0.877 0.0001
H 6.295 -1.106 0.334 0.0000
H 4.875 -1.885 -0.374 0.0000
H 4.904 -1.476 1.357 0.0000
F 0.085 -1.774 1.317 0.0052
P 0.827 -3.432 0.584 0.0005
F 0.819 -2.399 -1.150 0.0038
F 2.125 -2.568 0.730 0.0004
F 0.745 -4.007 1.982 0.0000
F 1.407 -4.586 -0.207 0.0000
F -0.670 -3.572 0.153 0.0002


16
Properties=species:S:1:pos:R:3:nbo_charge:R:1 method="wB97M-V/def2-TZVPD" e_lumo_ev="0.8 / 0.8"
C 2.668 0.751 1.919 -0.6793
C 1.704 0.151 0.997 -0.0097
C 0.950 -0.359 0.207 -0.0212
C 0.007 -1.023 -0.705 -0.5135
C -1.457 -0.858 -0.326 0.0226
C -1.998 0.960 -1.374 -0.3024
N -2.377 -0.345 -1.176 -0.5644
H 2.800 1.820 1.716 0.2319
H 3.642 0.261 1.805 0.2318
H 2.353 0.639 2.963 0.2316
H 0.253 -2.102 -0.686 0.2229
H 0.196 -0.685 -1.735 0.2411
H -1.758 -1.357 0.611 0.1725
H -1.817 1.397 -2.389 0.1782
H -1.880 1.508 -0.433 0.1821
H -3.283 -0.759 -1.395 0.3760


40
Properties=species:S:1:pos:R:3:mulliken_spin:R:1 method="wB97M-V/def2-TZVPD" spin_multiplicity=2 charge=-1 e_lumo_ev="2.1 / 2.0" s_squared=0.751
C -4.293 0.727 -0.064 -0.0146
Cl -4.319 1.075 1.704 0.0313
Cl -2.737 1.270 -0.747 0.0433
H -4.252 -0.352 -0.213 0.0004
H -5.163 1.190 -0.530 -0.0003
C 3.844 2.384 -1.241 0.0899
Cl 4.514 0.748 -1.502 0.0407
Cl 3.929 3.401 -2.731 0.0719
H 2.814 2.282 -0.899 -0.0127
H 4.503 2.861 -0.515 -0.1319
C -2.657 -4.506 -0.371 -0.0086
Cl -2.024 -2.896 0.134 -0.0186
Cl -4.411 -4.613 -0.023 -0.0038
H -2.514 -4.596 -1.448 0.0000
H -2.182 -5.332 0.158 -0.0010
C 0.495 0.069 -0.037 0.3324
Cl 1.722 0.592 1.117 0.0809
Cl 1.319 -0.490 -1.503 0.1416
H -0.101 -0.756 0.353 0.0134
H -0.188 0.876 -0.303 -0.1000
C 0.036 -3.005 -3.301 0.0045
Cl -1.058 -3.859 -4.438 -0.0001
Cl 0.581 -4.186 -2.121 -0.0007
H 0.900 -2.704 -3.893 -0.0036
H -0.404 -2.111 -2.858 0.0013
C 3.641 1.007 4.349 -0.0278
Cl 4.698 -0.371 4.579 0.0358
Cl 2.776 1.624 5.795 0.0880
H 4.350 1.716 3.921 -0.1821
H 2.937 0.743 3.559 0.0484
C -0.793 2.874 -3.592 -0.0053
Cl 0.176 3.185 -2.088 0.3073
Cl -0.789 1.153 -4.051 0.0605
H -1.832 3.111 -3.366 0.0152
H -0.397 3.414 -4.452 -0.0147
C -0.573 0.865 4.059 -0.0467
Cl -1.378 -0.449 3.026 0.1066
Cl -0.217 0.121 5.640 0.0130
H 0.319 1.273 3.584 0.0465
H -1.271 1.665 4.307 -0.0003


15
Properties=species:S:1:pos:R:3:nbo_charge:R:1 method="wB97M-V/def2-TZVPD" smiles=CCOCC e_lumo_ev=1.2
C 2.110 0.561 0.305 -0.6204
C 1.019 -0.260 -0.353 -0.0651
O 0.131 -0.636 0.680 -0.5412
C -1.188 -0.870 0.245 -0.0625
C -1.923 0.425 -0.148 -0.6564
H 2.884 0.870 -0.404 0.2075
H 2.570 -0.038 1.095 0.2140
H 1.666 1.448 0.769 0.2095
H 0.495 0.336 -1.115 0.1624
H 1.422 -1.158 -0.856 0.1639
H -1.686 -1.363 1.084 0.1877
H -1.180 -1.593 -0.584 0.1588
H -2.835 0.552 0.439 0.2153
H -2.202 0.433 -1.205 0.2075
H -1.282 1.294 0.046 0.2190


153
Properties=species:S:1:pos:R:3:mulliken_charge:R:1 method="wB97M-V/def2-TZVPD" charge=+1 e_lumo_ev=-3.5
C 2.724 -5.415 6.386 -0.8786
C 1.410 -4.853 5.538 -0.3948
C 1.892 -3.567 4.612 -0.7338
C 0.854 -3.431 3.312 -0.1966
C -0.105 -2.110 3.439 -1.0152
C 0.125 -0.995 2.214 0.6810
N 0.309 0.411 2.713 0.8050
C -0.831 1.422 2.618 0.2665
C -2.363 0.946 2.300 -1.0083
C -3.332 2.271 2.506 0.6475
C -4.330 2.123 3.813 -0.9594
Br -4.424 2.749 0.888 -0.1196
C -0.426 2.232 1.243 -0.4839
C 1.082 1.660 0.790 0.8970
C 2.064 2.656 -0.064 -0.7485
C 2.042 2.351 -1.708 -0.6771
C 3.409 1.605 -2.217 -0.4323
C 3.205 0.521 -3.430 -0.7714
C 1.944 -0.509 -3.239 0.0294
C 2.417 -2.098 -3.266 -0.5668
C 1.446 -3.044 -2.301 0.1223
C 1.200 -4.517 -2.991 -0.2200
C 0.486 -5.619 -1.994 -0.5472
C -1.171 -5.582 -2.073 -0.3038
O -1.621 -4.188 -1.902 -0.3838
C -1.523 -3.762 -0.494 -0.1364
C 1.538 1.224 2.340 -1.6870
I 1.692 3.299 3.188 0.3079
C 3.043 0.772 2.664 -0.5975
C 3.547 -0.725 2.356 -0.1634
C 3.883 -1.088 0.793 0.7409
F 5.166 -0.492 0.291 -0.2849
F 2.790 -0.826 -0.169 -0.1388
F 4.110 -2.581 0.755 -0.2987
H 2.777 -4.875 7.446 0.2406
H 2.623 -6.580 6.538 0.2890
H 3.727 -5.143 5.833 0.2604
H 0.610 -4.436 6.304 0.2354
H 0.961 -5.722 4.882 0.2988
H 1.943 -2.571 5.253 0.2091
H 3.013 -3.758 4.255 0.3272
H 1.561 -3.394 2.365 0.0233
H 0.200 -4.415 3.188 0.5157
H 0.009 -1.652 4.508 0.3928
H -1.229 -2.507 3.366 0.2810
H -0.820 -1.160 1.503 -0.0887
H 1.016 -1.431 1.575 -0.4803
H 0.423 0.354 3.770 0.6362
H -1.020 2.047 3.619 0.0997
H -2.764 0.091 3.028 0.2218
H -2.547 0.542 1.211 0.4142
H -2.634 3.207 2.722 -0.3539
H -4.551 3.202 4.256 0.3224
H -3.857 1.425 4.635 0.2767
H -5.377 1.724 3.419 0.3244
H -0.613 3.392 1.173 0.1189
H -1.063 1.855 0.305 0.4102
H 0.788 0.801 0.054 -0.1076
H 1.817 3.811 0.103 0.3912
H 3.190 2.528 0.254 0.2166
H 1.992 3.420 -2.233 0.3648
H 1.041 1.811 -1.983 0.4192
H 4.114 2.462 -2.654 0.3859
H 4.030 1.147 -1.308 0.0257
H 4.184 -0.160 -3.484 0.3146
H 3.111 1.088 -4.450 0.2924
H 1.243 -0.374 -4.194 0.4138
H 1.298 -0.333 -2.279 -0.2401
H 3.537 -2.240 -2.906 0.3677
H 2.281 -2.517 -4.367 0.0766
H 1.936 -3.214 -1.248 -0.1747
H 0.408 -2.516 -2.162 0.0147
H 2.262 -4.966 -3.296 0.2382
H 0.522 -4.431 -3.944 0.0791
H 0.847 -5.505 -0.872 0.1952
H 0.809 -6.695 -2.336 0.3289
H -1.660 -6.238 -1.208 0.3008
H -1.485 -6.040 -3.127 0.0333
H -2.616 -3.744 -0.018 0.3085
H -0.876 -4.496 0.179 0.1568
H -1.055 -2.668 -0.409 -0.1638
H 3.779 1.523 2.096 0.3600
H 3.250 0.989 3.821 0.4842
H 4.571 -0.888 2.950 0.5353
H 2.796 -1.496 2.828 -0.3974
C 0.721 -5.949 -9.145 -1.2062
C 1.829 -5.536 -8.178 0.3284
C 1.815 -6.317 -6.843 -0.8436
O 0.783 -5.922 -5.934 -0.1664
C -0.500 -6.448 -6.237 -0.3900
N 1.748 -4.085 -7.953 -0.7030
H -0.250 -5.525 -8.883 0.0293
H 0.953 -5.597 -10.157 0.3791
H 0.621 -7.038 -9.186 0.3721
H 2.783 -5.752 -8.672 0.4070
H 2.758 -6.111 -6.324 0.3524
H 1.786 -7.401 -7.011 0.4033
H -0.444 -7.461 -6.646 0.3440
H -1.020 -5.782 -6.928 0.2000
H -1.084 -6.478 -5.314 -0.0388
H 2.552 -3.796 -7.394 0.2812
H 0.949 -3.917 -7.334 0.3191
C -2.002 8.000 3.322 -1.5720
C -0.976 6.880 3.482 0.8339
C -0.407 6.757 4.915 -0.2721
O 0.544 7.767 5.265 -0.4336
C -0.030 9.016 5.618 -0.6455
N 0.094 7.069 2.492 -0.6453
H -1.543 8.987 3.246 0.3132
H -2.580 7.853 2.402 0.3838
H -2.707 8.011 4.159 0.3466
H -1.490 5.939 3.255 -0.0205
H 0.138 5.807 4.979 0.0948
H -1.207 6.704 5.663 0.3287
H -0.976 8.899 6.155 0.2395
H -0.169 9.627 4.724 0.2700
H 0.673 9.545 6.266 0.2857
H 0.719 6.263 2.530 0.1253
H 0.678 7.844 2.819 0.3517
C -0.985 7.126 11.262 -1.4867
C -0.791 7.555 9.810 0.4339
C -0.009 8.880 9.651 -0.3314
O -0.760 10.055 9.966 -0.4059
C -0.886 10.315 11.356 -0.6297
N -2.105 7.624 9.154 -0.7187
H -1.780 7.680 11.765 0.2959
H -1.264 6.066 11.309 0.3622
H -0.061 7.251 11.836 0.3470
H -0.204 6.770 9.319 0.3616
H 0.265 8.982 8.594 0.0062
H 0.933 8.862 10.212 0.4317
H 0.014 10.036 11.912 0.2949
H -1.760 9.796 11.753 0.2182
H -1.057 11.387 11.489 0.2684
H -1.964 7.805 8.160 0.2060
H -2.570 8.472 9.491 0.3450
C -4.902 -4.329 -12.523 -1.3720
C -3.876 -5.448 -12.363 0.3335
C -3.307 -5.571 -10.930 -0.7408
O -2.356 -4.561 -10.580 -0.2793
C -2.930 -3.312 -10.227 -0.7728
N -2.806 -5.259 -13.353 -0.7376
H -4.443 -3.341 -12.599 0.2906
H -5.480 -4.476 -13.443 0.3441
H -5.606 -4.318 -11.686 0.3366
H -4.390 -6.390 -12.590 0.4038
H -2.762 -6.521 -10.866 0.3306
H -4.106 -5.624 -10.181 0.4256
H -3.876 -3.429 -9.690 0.3592
H -3.069 -2.701 -11.121 0.2309
H -2.227 -2.783 -9.579 0.2488
H -2.180 -6.065 -13.315 0.2706
H -2.221 -4.484 -13.026 0.3328


10
Properties=species:S:1:pos:R:3:nbo_charge:R:1 method="wB97M-V/def2-TZVPD" smiles=Fc1ccc(F)[nH]1 e_lumo_ev=0.7
F -1.949 1.450 0.542 -0.3256
C -0.838 0.679 0.123 0.5088
C -1.106 -0.300 -0.809 -0.3546
C 0.209 -0.938 -1.089 -0.3370
C 0.980 -0.564 -0.017 0.4819
F 2.350 -0.862 0.214 -0.3242
N 0.255 0.363 0.784 -0.5984
H -1.987 -0.150 -1.494 0.2368
H 0.672 -1.611 -1.920 0.2561
H 0.455 0.663 1.872 0.4562